Formula: C12H40N10O8
Source: the Open Molecules 2025 dataset
Level of theory: ωB97M-V/def2-TZVPD

Structure (ORCA input):
```
! RIJCOSX wB97M-V def2-TZVPD def2/J DEFGRID3
* xyz 0 1
N 8.657 4.304 -7.551
C 8.139 3.111 -7.448
N 7.033 3.163 -6.741
O 8.514 2.110 -8.023
H 8.266 5.106 -7.079
H 9.389 4.519 -8.213
H 6.472 2.329 -6.836
H 6.614 4.008 -6.379
N -0.481 -7.493 -3.897
C 0.078 -8.707 -4.053
N 0.156 -8.946 -5.298
O 0.418 -9.455 -3.161
H -0.537 -7.077 -2.978
H -0.748 -7.070 -4.775
H -0.211 -8.356 -6.031
H 0.517 -9.869 -5.491
N -1.807 -3.843 3.932
C -0.712 -3.954 3.263
N 0.295 -3.463 3.943
O -0.668 -4.472 2.155
H -2.663 -4.283 3.628
H -1.707 -3.599 4.907
H 0.221 -3.054 4.863
H 1.138 -3.556 3.395
N -7.334 4.884 1.183
C -7.436 5.809 2.123
N -7.525 6.951 1.548
O -7.348 5.664 3.360
H -6.949 3.970 1.371
H -7.480 5.033 0.194
H -7.611 7.749 2.161
H -7.570 6.949 0.539
N -5.721 -0.142 -2.678
C -5.610 0.708 -3.675
N -4.400 1.107 -3.709
O -6.475 1.013 -4.521
H -4.911 -0.295 -2.094
H -6.505 -0.751 -2.491
H -3.916 1.513 -4.498
H -3.832 0.965 -2.886
C -0.676 7.047 5.262
C -0.967 5.690 5.949
C -1.597 5.802 7.354
O -1.934 4.907 5.329
H 0.120 7.566 5.796
H -1.557 7.664 5.441
H -0.442 6.978 4.200
H -0.084 5.052 5.929
H -2.405 6.533 7.389
H -0.836 6.110 8.071
H -1.947 4.835 7.715
H -2.781 5.314 5.527
C 6.348 -7.996 -0.096
C 5.545 -7.501 1.101
O 5.041 -6.276 0.705
H 6.989 -8.831 0.189
H 7.053 -7.257 -0.478
H 5.643 -8.333 -0.856
H 6.160 -7.228 1.958
H 4.697 -8.127 1.379
H 4.277 -6.433 0.145
C 1.345 0.814 -0.750
C 0.795 1.664 0.421
O -0.569 1.655 0.369
H 2.427 0.854 -0.623
H 1.289 1.197 -1.769
H 0.893 -0.177 -0.787
H 1.238 2.660 0.413
H 1.028 1.290 1.418
H -0.847 1.943 1.242
*
```

Summary:
SMILES   NC(N)=O.NC(N)=O.NC(N)=O.NC(N)=O.NC(N)=O.CC(C)O.CCO.CCO
Molecular weight   452.514 g mol⁻¹
E_HOMO   -9.74 eV
Energy above the lowest of the compared OMol25 structures with the same formula, charge and spin   0.000 eV
Orbital gap   9.90 eV

Formula: C12H40N2O9
Source: the Open Molecules 2025 dataset
Level of theory: ωB97M-V/def2-TZVPD

Structure (ORCA input):
```
! RIJCOSX wB97M-V def2-TZVPD def2/J DEFGRID3
* xyz 0 1
C -15.811 -28.501 -28.273
O -17.133 -28.001 -28.091
C -17.463 -27.361 -26.844
C -18.975 -27.470 -26.647
C -19.853 -26.994 -27.759
N -19.403 -26.757 -25.414
H -15.125 -27.680 -28.066
H -15.655 -28.970 -29.244
H -15.531 -29.280 -27.564
H -16.926 -27.799 -26.003
H -17.162 -26.314 -26.885
H -19.301 -28.497 -26.481
H -19.872 -25.907 -27.837
H -20.927 -27.131 -27.631
H -19.532 -27.558 -28.635
H -19.015 -27.221 -24.605
H -18.990 -25.836 -25.435
C -26.198 -27.053 -21.769
O -25.202 -26.037 -21.673
C -23.902 -26.620 -21.649
C -22.800 -25.574 -21.381
C -21.350 -26.030 -21.757
N -22.720 -25.057 -20.020
H -26.352 -27.517 -20.795
H -25.979 -27.770 -22.561
H -27.188 -26.662 -22.002
H -23.928 -27.468 -20.966
H -23.663 -27.091 -22.603
H -22.934 -24.749 -22.082
H -20.612 -25.281 -21.473
H -21.158 -26.163 -22.822
H -21.018 -26.957 -21.290
H -23.681 -24.799 -19.846
H -22.176 -24.213 -19.913
O -23.826 -26.716 -25.310
C -25.178 -26.475 -25.689
C -25.536 -27.201 -27.000
O -26.870 -26.908 -27.448
H -23.777 -27.598 -24.935
H -25.938 -26.760 -24.961
H -25.246 -25.391 -25.785
H -25.544 -28.289 -26.940
H -24.873 -27.076 -27.855
H -26.885 -27.422 -28.258
O -21.476 -21.767 -27.274
C -21.630 -22.963 -27.918
C -23.106 -23.510 -27.793
O -23.887 -22.860 -28.765
H -22.168 -21.154 -27.535
H -21.350 -22.824 -28.963
H -20.972 -23.675 -27.421
H -23.526 -23.343 -26.800
H -23.044 -24.590 -27.922
H -24.812 -23.108 -28.700
O -21.155 -22.537 -24.667
H -21.343 -21.956 -25.405
H -21.444 -23.401 -24.962
O -18.380 -24.222 -25.762
H -19.008 -23.505 -25.852
H -17.724 -24.052 -26.438
O -21.697 -24.931 -25.414
H -20.871 -25.414 -25.387
H -22.354 -25.563 -25.122
*
```

Summary:
SMILES   COC[C@H](C)N.COC[C@H](C)N.OCCO.OCCO.O.O.O
Molecular weight   356.457 g mol⁻¹
E_HOMO   -9.04 eV
Energy above the lowest of the compared OMol25 structures with the same formula, charge and spin   0.854 eV
Orbital gap   9.43 eV

Formula: C12H40O14
Source: the Open Molecules 2025 dataset
Level of theory: ωB97M-V/def2-TZVPD

Structure (ORCA input):
```
! RIJCOSX wB97M-V def2-TZVPD def2/J DEFGRID3
* xyz 0 1
O 27.635 25.106 19.131
C 26.715 25.107 18.142
C 27.416 24.658 16.873
O 27.597 23.214 16.867
H 27.053 25.359 19.851
H 25.913 24.433 18.443
H 26.151 26.029 17.995
H 28.441 24.994 16.715
H 26.749 24.915 16.050
H 28.114 23.057 17.660
O 26.397 25.557 8.976
C 27.193 24.529 9.503
C 27.075 23.106 8.757
O 28.092 22.177 9.208
H 26.808 25.758 8.132
H 28.224 24.883 9.514
H 26.965 24.404 10.561
H 27.126 23.177 7.670
H 26.124 22.575 8.726
H 28.925 22.403 8.789
O 24.227 21.477 14.648
C 22.978 21.587 15.286
C 22.268 22.865 14.905
O 22.798 23.906 15.636
H 24.874 22.003 15.123
H 22.424 20.691 15.005
H 23.018 21.491 16.371
H 21.189 22.839 15.056
H 22.250 23.130 13.848
H 23.390 24.376 15.045
O 30.669 27.960 13.946
C 29.518 28.783 13.866
C 29.176 29.493 15.182
O 29.696 30.868 15.302
H 30.913 27.914 14.873
H 29.593 29.467 13.020
H 28.665 28.145 13.633
H 29.510 28.819 15.971
H 28.091 29.598 15.188
H 29.454 31.286 14.472
O 18.629 24.369 9.708
C 19.400 23.826 8.705
C 20.815 23.790 9.256
O 21.253 25.128 9.615
H 19.236 25.006 10.093
H 19.015 22.819 8.544
H 19.263 24.432 7.810
H 21.509 23.564 8.446
H 21.045 23.149 10.107
H 22.211 25.187 9.571
O 25.340 32.482 13.756
C 25.258 33.761 13.152
C 26.483 33.989 12.273
O 27.662 34.475 12.937
H 25.889 32.639 14.527
H 24.480 33.764 12.388
H 24.938 34.526 13.859
H 26.184 34.684 11.489
H 26.588 33.083 11.677
H 28.419 34.677 12.382
O 24.713 27.881 13.163
H 25.169 27.746 12.332
H 24.834 28.811 13.355
O 19.278 27.904 12.998
H 20.234 27.859 13.032
H 19.093 28.685 12.477
*
```

Summary:
SMILES   OCCO.OCCO.OCCO.OCCO.OCCO.OCCO.O.O
Molecular weight   408.438 g mol⁻¹
E_HOMO   -9.82 eV
Energy above the lowest of the compared OMol25 structures with the same formula, charge and spin   3.997 eV
Orbital gap   9.80 eV

Formula: C12H42N12O12
Source: the Open Molecules 2025 dataset
Level of theory: ωB97M-V/def2-TZVPD

Structure (ORCA input):
```
! RIJCOSX wB97M-V def2-TZVPD def2/J DEFGRID3
* xyz 0 1
N -3.466 2.451 -1.262
C -2.981 3.716 -1.356
N -2.386 4.103 -0.225
O -3.030 4.400 -2.384
H -3.377 1.996 -0.366
H -4.001 2.069 -2.018
H -2.215 3.591 0.629
H -1.879 4.973 -0.210
N -2.334 -0.525 -1.333
C -2.048 -1.170 -0.179
N -0.826 -0.888 0.278
O -2.809 -1.973 0.388
H -3.294 -0.531 -1.629
H -1.582 -0.113 -1.850
H -0.418 -1.461 0.997
H -0.271 -0.076 0.052
N -2.028 5.711 4.956
C -1.846 4.860 3.941
N -0.826 3.981 4.071
O -2.578 4.858 2.935
H -2.878 6.249 4.968
H -1.418 5.625 5.747
H -0.626 3.364 3.281
H -0.148 3.984 4.811
N -4.496 0.489 2.028
C -3.858 1.681 2.067
N -4.644 2.665 2.529
O -2.675 1.789 1.708
H -5.492 0.439 2.126
H -3.962 -0.294 1.682
H -5.553 2.493 2.930
H -4.230 3.563 2.740
N -4.148 -4.372 -0.397
C -5.104 -4.462 0.539
N -4.970 -3.461 1.420
O -6.005 -5.309 0.518
H -4.123 -5.209 -0.961
H -3.411 -3.681 -0.377
H -4.149 -2.882 1.453
H -5.739 -3.376 2.065
N -4.166 6.447 1.206
C -4.163 7.759 1.499
N -4.413 8.570 0.444
O -3.922 8.222 2.621
H -4.271 6.219 0.235
H -3.954 5.767 1.923
H -4.540 9.537 0.692
H -4.716 8.276 -0.465
O -6.903 2.671 4.314
C -8.086 3.409 4.613
C -9.294 2.574 4.269
O -9.585 1.734 5.405
H -6.946 1.846 4.819
H -8.036 3.667 5.674
H -8.080 4.349 4.061
H -9.213 1.996 3.350
H -10.106 3.300 4.140
H -10.157 1.027 5.091
O 0.075 2.102 -1.170
C 0.752 3.200 -0.562
C 1.005 2.747 0.874
O -0.167 2.825 1.694
H -0.692 2.387 -1.680
H 1.646 3.513 -1.109
H 0.217 4.151 -0.562
H 1.644 3.458 1.403
H 1.392 1.733 0.996
H -0.809 2.199 1.321
O -6.075 -2.823 4.109
C -7.419 -2.448 4.415
C -7.379 -1.268 5.377
O -6.526 -0.244 4.902
H -6.055 -3.785 4.093
H -7.835 -2.091 3.462
H -8.114 -3.256 4.648
H -7.004 -1.640 6.340
H -8.386 -0.957 5.655
H -5.807 -0.758 4.504
*
```

Summary:
SMILES   NC(N)=O.NC(N)=O.NC(N)=O.NC(N)=O.NC(N)=O.NC(N)=O.OCCO.OCCO.OCCO
Molecular weight   546.540 g mol⁻¹
E_HOMO   -9.27 eV
Energy above the lowest of the compared OMol25 structures with the same formula, charge and spin   0.000 eV
Orbital gap   9.64 eV

Formula: C12H44B2In2O11
Source: the Open Molecules 2025 dataset
Level of theory: ωB97M-V/def2-TZVPD

Structure (ORCA input):
```
! RIJCOSX wB97M-V def2-TZVPD def2/J DEFGRID3
* xyz 4 1
In 2.327 1.622 -0.590
In 0.752 -2.500 1.924
B -0.183 -0.514 0.004
H 0.904 -0.885 -0.396
H -0.411 0.493 -0.614
H -1.007 -1.343 -0.202
H -0.064 -0.178 1.138
B 3.004 -0.508 1.192
H 1.949 -0.212 1.645
H 2.805 -0.825 0.037
H 3.708 0.476 1.232
H 3.438 -1.490 1.739
C -4.187 -2.770 -0.512
C -4.720 -3.976 -1.271
O -3.931 -5.122 -1.014
H -4.172 -3.211 0.491
H -4.825 -1.892 -0.578
H -3.188 -2.418 -0.794
H -4.807 -3.877 -2.351
H -5.706 -4.162 -0.811
H -3.666 -5.541 -1.843
C -2.216 -0.391 2.994
C -1.539 -0.497 4.320
O -0.159 -0.878 4.178
O -2.227 -1.596 2.237
H -1.622 0.317 2.392
H -3.196 0.083 3.051
H -2.046 -1.189 4.999
H -1.617 0.457 4.849
H 0.292 -0.402 4.887
H -3.126 -1.630 1.887
C 1.419 0.948 -4.080
C 1.423 2.445 -4.127
O 2.245 2.952 -3.030
O 0.969 0.514 -2.775
H 2.425 0.574 -4.270
H 0.709 0.576 -4.817
H 0.415 2.848 -4.013
H 1.859 2.849 -5.042
H 2.118 3.910 -3.091
H 0.380 -0.229 -2.943
C 1.108 2.134 2.440
C 2.281 2.967 2.897
O 3.200 2.868 1.850
O 0.966 2.281 1.008
H 0.255 2.287 3.102
H 1.346 1.069 2.532
H 2.549 2.647 3.904
H 1.944 4.009 2.887
H 4.000 3.381 2.027
H 0.062 2.461 0.731
C 0.997 -4.245 -1.588
C -0.443 -4.453 -1.229
O -0.670 -4.488 0.171
O 1.563 -3.205 -0.750
H 1.194 -4.089 -2.647
H 1.589 -5.101 -1.223
H -0.802 -5.366 -1.710
H -1.009 -3.658 -1.748
H -1.435 -5.075 0.291
H 2.441 -3.074 -1.142
C 0.670 4.918 -0.211
C -0.073 4.229 -1.311
O -0.119 2.814 -1.132
O 2.032 4.505 -0.371
H 0.273 4.578 0.744
H 0.521 5.994 -0.298
H 0.360 4.520 -2.272
H -1.082 4.653 -1.344
H -0.832 2.420 -1.648
H 2.594 5.193 0.010
*
```

Summary:
Molecular weight   615.733 g mol⁻¹
E_HOMO   -19.60 eV
Energy above the lowest of the compared OMol25 structures with the same formula, charge and spin   0.000 eV
Orbital gap   2.42 eV

Formula: C12H44N2O10
Source: the Open Molecules 2025 dataset
Level of theory: ωB97M-V/def2-TZVPD

Structure (ORCA input):
```
! RIJCOSX wB97M-V def2-TZVPD def2/J DEFGRID3
* xyz 0 1
N -1.859 2.490 2.055
C -2.742 1.755 2.767
N -3.971 2.265 2.759
O -2.490 0.738 3.389
H -2.258 3.098 1.365
H -0.963 2.053 1.929
H -4.635 1.693 3.244
H -4.352 2.805 2.009
C -0.036 -0.803 -0.976
C 0.651 0.502 -0.623
O 1.400 0.359 0.576
H 0.740 -1.505 -1.309
H -0.655 -0.700 -1.869
H -0.592 -1.288 -0.177
H -0.087 1.295 -0.440
H 1.322 0.833 -1.427
H 1.607 1.250 0.897
C 2.370 -4.998 -1.544
C 0.910 -5.169 -1.485
O 0.593 -6.534 -0.991
H 2.876 -5.828 -2.040
H 2.672 -4.966 -0.493
H 2.568 -4.078 -2.094
H 0.473 -5.095 -2.480
H 0.542 -4.333 -0.877
H 1.163 -6.719 -0.232
C -4.062 -1.056 0.178
O -5.116 -1.828 -0.436
H -3.714 -0.384 -0.604
H -4.450 -0.442 0.992
H -3.242 -1.678 0.542
H -5.433 -2.418 0.258
C 4.854 1.123 1.054
O 4.484 0.736 2.382
H 5.573 1.947 1.112
H 5.304 0.341 0.443
H 4.024 1.515 0.453
H 3.942 1.463 2.700
C 1.765 1.988 3.576
O 2.185 2.619 2.382
H 1.592 0.962 3.262
H 2.542 1.986 4.341
H 0.819 2.383 3.946
H 2.329 3.545 2.608
C -2.557 -2.427 -3.999
O -1.382 -3.236 -4.035
H -2.333 -1.364 -4.084
H -3.254 -2.701 -4.797
H -3.086 -2.614 -3.063
H -1.442 -3.846 -4.773
C 1.977 4.743 -0.600
O 3.221 5.245 -0.942
H 1.766 4.925 0.460
H 1.124 5.172 -1.139
H 1.933 3.644 -0.624
H 3.401 4.958 -1.843
C -0.013 -1.874 3.157
O 0.887 -1.939 2.031
H 0.168 -0.904 3.635
H -1.083 -1.878 2.916
H 0.128 -2.644 3.915
H 0.846 -1.090 1.560
C -1.528 2.293 -3.243
O -1.409 3.347 -2.297
H -0.601 1.714 -3.180
H -2.426 1.668 -3.185
H -1.540 2.683 -4.265
H -1.440 4.204 -2.725
*
```

Summary:
SMILES   NC(N)=O.CCO.CCO.CO.CO.CO.CO.CO.CO.CO
Molecular weight   376.488 g mol⁻¹
E_HOMO   -9.35 eV
Energy above the lowest of the compared OMol25 structures with the same formula, charge and spin   1.031 eV
Orbital gap   9.49 eV